Record 1
# C6H9N

The molecule C6H9N (ωB97M-V/def2-TZVPD, the OMol25 dataset).

Properties
E in eV: -7854.3184
ΔE to the lowest compared entry with this formula, charge and spin in kJ/mol: 370.6
SMILES: Cc1cc[nH]c1C

Cartesian coordinates (Å):
C  -0.327  -1.873  1.376
C  -0.212  -0.629  0.500
C  0.328  0.707  0.619
C  1.623  1.193  -0.273
C  -0.502  1.464  -0.273
C  -1.165  0.641  -1.118
N  -1.013  -0.630  -0.596
H  -0.175  -1.672  2.441
H  0.353  -2.680  1.088
H  -1.350  -2.284  1.302
H  1.361  1.667  -1.251
H  2.130  0.289  -0.596
H  2.289  1.909  0.200
H  -0.387  2.534  -0.319
H  -1.475  0.809  -2.135
H  -1.478  -1.444  -0.964


Record 2
# C16H36N5O8

A 6-piece molecular cluster, C16H36N5O8 overall (ωB97M-V/def2-TZVPD, the OMol25 dataset).

Properties
Net charge: -1
E in eV: -41009.7675
ΔE to the lowest compared entry with this formula, charge and spin in kJ/mol: 162.6

Cartesian coordinates (Å):
O  -0.286  -0.219  -0.381
C  -0.042  -0.723  -1.648
O  -0.550  -1.791  -2.006
O  0.793  -0.044  -2.329
H  0.316  0.533  -0.332
C  -1.471  0.007  2.826
C  -1.326  1.000  3.948
O  -2.266  1.589  4.449
N  -0.024  1.199  4.314
C  0.308  2.149  5.342
H  -1.236  0.460  1.856
H  -2.473  -0.387  2.682
H  -0.719  -0.775  2.933
H  0.647  1.080  3.568
H  -0.332  3.027  5.268
H  1.345  2.488  5.231
H  0.378  1.766  6.363
C  5.187  0.196  -4.879
C  3.894  -0.199  -4.160
O  3.153  -1.024  -4.651
N  3.637  0.401  -2.961
C  4.277  1.574  -2.418
H  5.460  1.250  -4.777
H  4.947  0.111  -5.937
H  6.023  -0.375  -4.482
H  2.695  0.252  -2.580
H  5.253  1.801  -2.844
H  4.445  1.486  -1.344
H  3.655  2.448  -2.643
C  -5.408  -4.934  1.046
C  -4.399  -3.800  0.949
O  -4.760  -2.680  1.309
N  -3.194  -4.051  0.411
C  -2.096  -3.045  0.343
H  -6.206  -4.562  1.680
H  -4.978  -5.808  1.548
H  -5.807  -5.260  0.087
H  -2.959  -5.028  0.347
H  -1.663  -3.054  1.345
H  -2.540  -2.099  0.074
H  -1.408  -3.456  -0.383
C  -2.163  2.525  -2.561
C  -2.891  1.618  -3.520
O  -2.194  0.829  -4.122
N  -4.203  1.812  -3.802
C  -5.082  2.844  -3.280
H  -1.296  2.048  -2.117
H  -2.768  2.912  -1.730
H  -1.868  3.437  -3.090
H  -4.632  1.217  -4.489
H  -4.654  3.361  -2.427
H  -6.009  2.391  -2.926
H  -5.279  3.576  -4.066
C  2.986  -1.828  2.273
C  3.001  -0.316  2.228
O  2.155  0.251  1.565
N  3.943  0.340  2.950
C  4.214  1.751  2.918
H  2.711  -2.135  1.268
H  2.186  -2.092  2.970
H  3.866  -2.353  2.645
H  4.710  -0.195  3.320
H  3.641  2.306  2.182
H  5.278  1.955  2.756
H  4.078  2.241  3.892